No. 1
96
Properties=species:S:1:pos:R:3:forces:R:3:mulliken_charge:R:1 method="wB97M-V/def2-TZVPD" total_energy_ev=-366159.02446 total_charge=0 smiles="C=Cc1nc2c(/C(Br)=C(/C)Br)c(B(N)O)c(CCCCCCCOC)c(I)c2nc1CCCSC(=S)n1ccnc1.ClC(Cl)Cl.ClC(Cl)Cl.ClC(Cl)Cl.ClC(Cl)Cl"
C -3.82276 -4.96903 2.72997 1.7 -0.5 -1.1 -0.63
C -2.73939 -5.28241 1.90472 -1.2 1.4 0.2 -0.58
C -2.24511 -4.21505 0.89371 0.7 -0.4 1.3 0.46
N -3.13277 -3.22862 0.59281 3.3 -1.0 -1.2 -0.29
C -2.59445 -2.36656 -0.35208 -0.6 1.5 -1.1 0.33
C -3.48162 -1.23670 -0.82573 0.9 0.2 -1.6 0.59
C -4.90802 -1.14576 -0.19450 1.8 0.8 1.2 -0.91
Br -6.47305 -1.87188 -1.11573 1.2 0.5 0.5 -0.09
C -5.03322 -0.57410 1.03512 -1.1 -0.4 -0.8 0.44
C -6.35926 -0.43525 1.84503 1.0 -0.2 0.7 -1.33
Br -3.41279 0.11914 1.89920 -1.2 -0.4 -0.4 -0.04
C -3.03904 -0.29235 -1.85476 0.9 -1.7 1.1 1.07
B -4.10205 0.83975 -2.30297 0.2 0.8 -0.8 0.64
N -4.73809 1.74769 -1.32979 0.5 -1.3 -0.4 -0.52
O -4.41864 1.01525 -3.68881 -0.5 -1.3 1.8 -0.65
C -1.65663 -0.40743 -2.48843 0.0 -2.1 1.8 0.54
C -1.25849 0.59844 -3.60498 -0.6 0.3 -0.3 -1.40
C -1.11553 2.10070 -3.12550 0.2 0.6 0.5 -0.41
C -0.23359 2.31839 -1.82788 -0.1 -0.1 -1.2 -0.66
C 1.22729 1.75884 -2.09740 -0.4 0.9 1.5 1.61
C 2.33891 2.80118 -1.62972 0.8 -1.2 -0.5 -0.30
C 3.52624 1.92962 -1.01297 0.0 0.5 0.5 -0.91
C 3.43206 1.80351 0.55609 0.6 0.2 -0.8 -0.42
O 2.14938 1.29929 0.96011 0.7 -0.5 0.5 -0.25
C 2.20689 -0.09737 1.25925 -0.2 -0.3 0.1 -0.16
C -0.81486 -1.49627 -1.99781 -1.8 1.2 0.0 -1.26
I 1.16621 -1.75655 -2.83719 -1.1 -0.2 0.5 0.01
C -1.25264 -2.48689 -0.93981 0.0 1.2 -1.0 0.44
N -0.35043 -3.48940 -0.60498 -3.0 -0.5 1.8 -0.24
C -0.86796 -4.34325 0.31461 -0.2 0.1 -0.4 0.16
C 0.03187 -5.55028 0.74593 0.5 0.6 -1.1 -0.91
C 1.01742 -5.23118 1.93667 -0.3 -0.5 0.4 -0.70
C 0.37813 -4.43385 3.13748 1.3 -0.5 1.1 -1.04
S 0.47628 -2.59953 2.85742 -1.1 0.4 0.5 0.35
C -0.23683 -1.89684 4.36796 0.2 -1.0 1.0 -0.03
S -0.33417 -2.83776 5.73434 -0.1 0.6 -1.0 -0.20
N -0.74318 -0.54894 4.44229 0.0 -0.7 -0.5 0.36
C -1.91216 -0.30790 5.16719 -1.5 3.5 0.8 0.02
C -2.19243 1.13298 5.12716 3.5 -4.7 -1.7 -0.68
N -1.13296 1.61462 4.32272 0.7 0.7 -0.3 -0.50
C -0.25967 0.68083 3.91233 -3.3 0.2 1.7 -0.35
H -3.76596 -4.01048 3.29760 -1.1 -0.4 -1.3 0.22
H -4.66254 -5.70276 2.76565 1.1 0.4 1.3 0.24
H -2.31025 -6.30846 1.98461 -0.9 0.7 -1.2 0.22
H -6.40807 -1.33831 2.52743 -0.1 0.9 -0.8 0.26
H -6.31622 0.45589 2.52894 0.0 -0.8 -0.8 0.34
H -7.28006 -0.38794 1.21271 1.0 -0.1 0.4 0.41
H -4.19619 1.76353 -0.45947 -0.6 -0.2 -0.2 0.25
H -5.68712 1.40682 -1.14309 0.2 0.7 0.1 0.31
H -5.39418 1.02294 -3.74455 0.6 0.5 -0.3 0.30
H -0.32879 0.31101 -4.17120 -0.9 0.0 0.9 0.36
H -2.08806 0.58484 -4.37763 0.8 -0.1 0.9 0.35
H -0.60616 2.68854 -3.95075 -0.6 -0.8 0.7 0.33
H -2.10267 2.62468 -2.95475 0.7 -0.8 -0.3 0.37
H -0.23785 3.43358 -1.63268 0.2 -1.2 -0.1 0.32
H -0.69880 1.82004 -0.93578 0.4 0.4 -0.8 0.10
H 1.34704 1.42921 -3.16338 0.0 0.4 1.0 -0.30
H 1.34621 0.86884 -1.41430 -0.1 0.8 -1.0 -0.94
H 2.79191 3.37799 -2.50076 -0.9 -0.7 1.3 0.03
H 1.88793 3.50871 -0.87936 0.6 -0.6 -0.7 0.37
H 3.49546 0.91049 -1.49279 0.1 0.9 0.5 0.19
H 4.53085 2.38010 -1.24355 -0.8 -0.4 0.2 0.37
H 4.25687 1.12484 0.92549 -0.9 0.7 -0.3 0.28
H 3.60204 2.82723 1.01689 -0.5 -1.2 -0.6 0.31
H 3.02690 -0.34122 1.99776 -0.7 0.3 -0.7 0.43
H 2.37014 -0.71316 0.32610 -0.2 0.5 0.8 0.24
H 1.22913 -0.38912 1.73611 1.0 0.4 -0.8 -0.51
H -0.57981 -6.48278 0.90261 0.6 1.1 0.2 0.42
H 0.67976 -5.77794 -0.15502 -0.7 0.3 0.9 0.34
H 1.98055 -4.74167 1.60276 -1.3 -0.3 0.1 0.27
H 1.33929 -6.23118 2.36184 -0.3 1.1 -0.4 0.36
H -0.64596 -4.77146 3.44121 0.8 0.5 -0.6 0.40
H 1.04175 -4.62138 4.03478 -0.8 0.2 -0.9 0.68
H -2.53736 -1.04677 5.71115 1.1 0.3 -0.8 0.35
H -3.02039 1.69819 5.60179 1.0 -0.4 -0.7 0.33
H 0.65018 0.80309 3.28991 -1.0 -0.1 0.7 0.45
C 1.40942 5.98573 -3.85060 0.0 -0.1 0.1 -0.15
Cl -0.13420 6.04857 -2.99143 0.1 0.0 -0.1 -0.12
Cl 2.73787 6.43809 -2.77480 0.0 0.0 -0.1 -0.12
Cl 1.67847 4.37641 -4.53099 -0.1 0.3 -0.3 -0.03
H 1.37412 6.69972 -4.66749 0.0 -0.1 0.1 0.39
C 1.43793 1.27518 -7.55014 -0.1 0.1 0.0 -0.05
Cl 2.19992 1.40770 -5.96108 0.0 -0.1 0.0 -0.06
Cl -0.26462 1.74081 -7.46114 0.1 -0.1 0.0 -0.12
Cl 2.29410 2.26762 -8.73571 0.0 -0.1 0.1 -0.13
H 1.49245 0.23890 -7.86910 0.0 0.1 0.1 0.35
C 7.60627 0.20893 0.17598 0.0 0.1 -0.1 -0.10
Cl 6.88159 1.52331 1.10769 0.2 -0.1 0.0 -0.01
Cl 6.35603 -0.88856 -0.42485 0.0 0.0 0.1 -0.09
Cl 8.56662 0.84951 -1.16230 0.0 -0.1 0.1 -0.13
H 8.26571 -0.35122 0.83162 -0.1 0.1 -0.1 0.35
C 5.68797 4.21529 4.28101 0.0 0.0 0.0 -0.03
Cl 7.17885 4.58713 3.40653 0.0 -0.1 0.1 -0.13
Cl 4.81501 5.69883 4.67937 0.1 -0.1 0.0 -0.13
Cl 4.66662 3.12808 3.33234 0.1 0.1 0.2 -0.02
H 5.95140 3.71491 5.20773 0.0 0.1 -0.1 0.31

=====

No. 2
66
Properties=species:S:1:pos:R:3:forces:R:3:nbo_charge:R:1 method="wB97M-V/def2-TZVPD" total_energy_ev=-59274.56581 total_charge=-1 de_lowest_kj_mol=0.0
C 2.30789 -4.36526 0.19583 -0.9 0.8 0.6 -0.63
C 2.05035 -2.84343 -0.07752 0.0 1.2 -0.4 -0.06
C 2.72461 -1.81278 0.73320 -1.5 0.7 -1.6 -0.23
C 2.46768 -0.38217 0.52578 -0.8 -2.0 -1.1 -0.21
C 1.50945 0.03656 -0.52071 0.2 -1.4 -0.4 0.00
C 1.13558 1.52908 -0.78634 1.1 0.6 1.4 -0.49
C 0.34064 2.21495 0.41265 -1.0 -0.2 -1.3 -0.15
C -0.84721 1.30427 0.89286 0.2 -0.3 -0.5 -0.47
C -1.96021 1.10418 -0.22898 -0.5 0.7 1.9 -0.41
C -3.12949 0.23735 0.42107 0.0 -0.5 -0.8 -0.41
C -3.35237 -1.15588 -0.27809 -0.8 -0.1 1.0 -0.22
N -2.23844 -2.11353 -0.11272 -0.7 0.1 -0.5 -0.88
O 1.37318 2.36144 1.45872 -0.2 -0.6 -0.4 -0.44
N 0.82735 2.65956 2.67156 0.5 -1.7 -0.3 0.33
O 1.15445 1.75280 3.40260 -0.2 1.3 1.0 -0.38
C 0.88363 -0.99380 -1.34008 1.1 -1.0 1.4 -0.24
C 1.14221 -2.42818 -1.13095 0.7 2.0 1.0 -0.24
H 1.97508 -4.57423 1.25510 0.4 0.1 -1.0 0.21
H 3.38396 -4.65809 0.12195 -0.9 0.2 -0.2 0.21
H 1.63057 -4.98054 -0.45768 0.9 0.5 0.4 0.21
H 3.43749 -2.15701 1.51582 -0.6 0.4 -0.6 0.20
H 3.00518 0.35809 1.16845 -0.8 -0.7 -0.8 0.24
H 2.11579 2.09507 -0.82710 -1.0 -0.5 -0.1 0.21
H 0.64371 1.70795 -1.77580 0.2 -0.5 0.9 0.21
H -1.39900 1.73746 1.77595 0.7 -0.3 -0.8 0.20
H -0.53610 0.25474 1.20303 -0.2 0.7 -0.1 0.15
H -2.40519 2.13084 -0.37937 0.7 -1.0 -0.5 0.21
H -1.55522 0.65963 -1.17033 -0.4 0.4 0.7 0.20
H -2.90806 0.02674 1.50907 -0.1 0.3 -1.0 0.19
H -4.11998 0.78265 0.39138 1.0 -0.4 0.0 0.19
H -4.24761 -1.62955 0.23755 0.7 0.5 -0.6 0.15
H -3.65357 -1.06744 -1.35643 0.6 0.1 1.0 0.20
H -1.82074 -2.02681 0.81214 0.2 0.2 -0.5 0.36
H -1.55516 -2.01745 -0.86067 0.0 0.1 0.6 0.38
H 0.16970 -0.70928 -2.15571 0.8 -0.2 0.9 0.21
H 0.60549 -3.13543 -1.81439 0.7 0.5 0.9 0.21
C -3.89837 -5.48591 -4.47101 0.1 -0.1 0.0 -0.41
C -4.56328 -5.73333 -3.11320 -0.1 -0.1 0.0 -0.40
C -4.19282 -4.56044 -2.19970 -0.1 -0.5 0.2 -0.68
S -3.91915 -3.15481 -3.27578 -0.1 0.0 0.2 2.18
O -2.52952 -2.78108 -3.19767 -0.2 0.2 -0.2 -0.94
O -4.98498 -2.20064 -3.09189 0.2 0.1 -0.1 -0.94
C -4.18423 -4.02847 -4.81236 0.0 -0.3 -0.4 -0.68
H -4.28168 -6.15966 -5.23893 0.0 0.0 0.0 0.22
H -2.81959 -5.64615 -4.38824 0.0 0.0 0.0 0.22
H -5.64907 -5.77198 -3.24160 0.1 0.0 0.0 0.20
H -4.25142 -6.68413 -2.67817 0.0 0.1 0.0 0.22
H -4.99247 -4.32629 -1.49918 0.2 0.2 0.0 0.26
H -3.26771 -4.75202 -1.65609 0.0 0.2 0.0 0.26
H -3.52682 -3.62987 -5.58323 0.0 0.1 0.1 0.25
H -5.22784 -3.88870 -5.09892 0.0 0.1 0.1 0.23
C 3.69752 5.48184 4.31448 -0.1 0.0 -0.1 -0.41
C 3.99780 4.65156 3.06415 0.0 -0.2 0.1 -0.41
C 4.07768 5.61781 1.87903 -0.2 -0.4 -0.1 -0.68
S 4.60709 7.19234 2.55120 0.1 -0.4 0.0 2.17
O 3.53719 8.14756 2.39034 0.3 0.2 -0.1 -0.95
O 5.95583 7.47170 2.11308 -0.2 0.3 -0.1 -0.95
C 4.64900 6.67164 4.25982 -0.1 -0.1 0.4 -0.67
H 3.83390 4.90185 5.22813 0.0 0.0 0.0 0.22
H 2.66108 5.82941 4.28613 0.1 0.0 0.0 0.22
H 4.95740 4.14077 3.18828 0.0 0.0 0.0 0.20
H 3.23945 3.88631 2.89591 0.1 0.1 -0.1 0.26
H 4.79852 5.28411 1.13444 0.0 0.2 0.0 0.25
H 3.10220 5.76056 1.41336 0.1 0.1 0.0 0.26
H 4.34701 7.49500 4.90541 0.1 0.1 -0.2 0.25
H 5.67168 6.36849 4.49035 0.0 0.1 -0.1 0.23

=====

No. 3
62
Properties=species:S:1:pos:R:3:forces:R:3:mulliken_charge:R:1 method="wB97M-V/def2-TZVPD" spin_multiplicity=5 total_energy_ev=-110230.45866 total_charge=0 s2=6.016 de_lowest_kj_mol=25.9
Fe 0.13408 -0.16287 0.35182 0.7 0.0 0.2 -0.38
C 2.39718 -2.67031 1.13323 0.0 0.0 0.0 -0.79
C 1.16696 -3.42578 1.62660 0.0 0.0 0.0 -0.87
S -0.41553 -2.74153 1.05708 0.0 0.1 0.0 0.13
C -1.35238 -2.62892 2.60273 0.0 0.0 0.0 -0.84
C -0.75639 -1.74004 3.68986 0.0 0.0 0.0 -0.84
S -0.38119 -0.06747 3.09431 -0.2 0.0 -0.1 0.11
C 1.29173 0.18367 3.72581 0.0 0.0 0.0 -0.77
C 2.35181 -0.79821 3.24330 0.0 0.0 0.0 -0.92
S 2.45119 -0.88941 1.43556 0.0 0.0 0.0 0.04
H 2.48891 -2.75068 0.04881 0.0 0.0 0.0 0.29
H 3.28632 -3.13236 1.56638 0.0 0.0 0.0 0.60
H 1.15139 -3.46401 2.71533 0.0 0.0 0.0 0.40
H 1.23490 -4.45700 1.27833 0.0 0.0 0.0 0.55
H -1.51426 -3.63112 3.00324 0.0 0.0 0.0 0.45
H -2.32759 -2.24873 2.29251 0.0 0.0 0.0 0.39
H 0.14878 -2.18664 4.09956 0.0 0.0 0.0 0.33
H -1.47309 -1.67443 4.50965 0.0 0.0 0.0 0.53
H 1.25998 0.17862 4.81660 0.0 0.0 0.0 0.53
H 1.53179 1.19740 3.40098 0.0 0.0 0.0 0.34
H 2.17850 -1.79703 3.64365 0.0 0.0 0.0 0.39
H 3.32041 -0.47118 3.62300 0.0 0.0 0.0 0.53
Te 0.64396 2.45386 0.59591 0.0 0.0 0.0 -0.13
C -1.25675 3.34462 0.89401 0.0 0.0 0.1 -0.15
C -2.29041 3.20428 -0.02741 0.0 0.0 -0.1 0.02
C -3.52161 3.81028 0.18332 0.0 0.0 0.0 -0.62
C -3.73925 4.57693 1.31853 0.0 0.0 0.0 -0.46
C -2.71187 4.73336 2.23896 0.0 0.0 0.0 -0.53
C -1.48422 4.12240 2.02870 0.0 0.0 0.0 -0.47
H -2.13058 2.62662 -0.92928 0.0 0.0 0.0 0.37
H -4.31035 3.68816 -0.54938 0.0 0.0 0.0 0.39
H -4.69742 5.05315 1.48158 0.0 0.0 0.0 0.37
H -2.86618 5.33451 3.12670 0.0 0.0 0.0 0.36
H -0.69247 4.24956 2.75653 0.0 0.0 0.0 0.36
C -1.83087 -2.18931 -2.82820 0.1 0.1 0.0 -1.22
Si -1.12517 -0.60314 -2.09561 -0.1 0.0 0.1 0.32
C -2.26641 -0.33651 -0.54475 -0.3 0.1 -0.1 -1.24
C -1.55470 0.81816 -3.24507 0.0 0.0 0.0 -1.31
C 0.63606 -0.80591 -1.55813 -0.2 -0.1 -0.2 0.37
Si 2.05796 -0.08086 -2.51074 0.0 0.0 -0.1 0.04
C 1.65404 1.46083 -3.51165 0.1 -0.1 0.0 -1.03
C 2.69152 -1.40242 -3.70888 0.0 0.0 0.1 -1.19
C 3.55815 0.40505 -1.47071 0.0 0.0 -0.1 -0.91
H -2.88870 -2.08643 -3.07950 0.0 0.0 0.0 0.33
H -1.72852 -3.01941 -2.12509 0.0 0.0 0.0 0.30
H -1.29243 -2.45931 -3.73953 0.0 0.0 0.0 0.34
H -2.63462 -1.29799 -0.17895 0.0 0.0 0.0 0.33
H -3.13181 0.21312 -0.92947 -0.1 -0.1 0.0 0.42
H -1.98846 0.27982 0.32868 0.1 0.0 -0.1 0.46
H -2.64187 0.90902 -3.31343 0.0 0.0 0.0 0.45
H -1.17545 0.64633 -4.25346 0.0 0.0 0.0 0.39
H -1.15051 1.77053 -2.89920 0.0 0.0 0.0 0.31
H 0.77990 -1.89824 -1.55604 0.1 0.0 0.0 0.38
H 0.93786 1.28403 -4.31333 0.0 0.0 0.0 0.33
H 2.58142 1.81630 -3.96955 0.0 0.0 0.0 0.38
H 1.27214 2.26181 -2.87556 0.0 0.0 0.0 0.25
H 1.90179 -1.72704 -4.39071 0.0 0.0 0.0 0.30
H 3.03673 -2.28623 -3.16452 0.0 0.0 0.0 0.31
H 3.52828 -1.04203 -4.31171 0.0 0.0 0.0 0.33
H 3.32297 1.13911 -0.69728 0.0 0.0 0.0 0.20
H 4.29175 0.85953 -2.14302 0.0 0.0 0.0 0.39
H 4.04263 -0.44845 -0.99111 0.0 0.0 0.0 0.28